8
Properties=species:S:1:pos:R:3:forces:R:3:mulliken_charge:R:1 method="wB97M-V/def2-TZVPD" homo_lumo_gap_ev="9.2 / 3.2" lumo_ev="-11.115 / -15.102" energy_ev=-13811.154 multiplicity=2 total_charge=+2
H -2.960428 0.442911 0.041425 0.0527 0.1846 -0.5197 0.39
O -1.319011 1.646330 0.038409 -0.6982 -1.6119 -0.7710 -0.28
O 1.344241 -0.628278 0.171376 2.3077 -0.0370 0.7110 -0.41
C -1.868216 0.566341 -0.098018 -0.1247 2.4856 1.5204 0.14
C -1.121744 -0.696500 -0.116663 2.7740 -0.6686 0.4983 -0.49
C 0.190280 -0.637906 0.051538 -6.0462 -0.6606 -0.9190 0.95
H -1.606960 -1.669472 -0.013439 0.0269 -0.0129 -0.2800 0.43
Al 3.074218 -0.421579 -0.055407 1.7078 0.3208 -0.2399 1.28



9
Properties=species:S:1:pos:R:3:forces:R:3:mulliken_charge:R:1 method="wB97M-V/def2-TZVPD" homo_lumo_gap_ev=7.2 lumo_ev=-4.848 energy_ev=-10636.064 total_charge=+1
F -3.073718 0.309073 -0.170949 0.2405 0.8467 0.3086 -0.16
O 1.085109 -1.367259 -0.089793 -0.0804 -0.6741 0.8124 -0.69
O -0.663334 0.620896 -0.007796 0.3778 -0.2018 0.3500 -0.64
C -0.075946 -1.773011 0.167197 -0.8791 1.1332 -1.6830 0.29
C -2.001015 -0.420243 -0.455416 -0.5539 -2.8105 1.0403 -0.01
C -1.115490 -0.838374 0.498260 2.1757 1.7036 -0.0020 -0.06
H -0.369907 -2.788065 -0.140644 0.1131 -0.0220 0.7167 0.35
H -2.389880 -1.578616 0.102521 -0.5856 0.0607 -1.5700 0.18
Ba 1.736537 0.973818 -0.258550 -0.8081 -0.0359 0.0270 1.75



9
Properties=species:S:1:pos:R:3:forces:R:3:mulliken_charge:R:1 method="wB97M-V/def2-TZVPD" homo_lumo_gap_ev="6.4 / 6.6" lumo_ev="-2.315 / -2.169" energy_ev=-161801.631
C -0.052825 -2.146954 0.134038 1.2105 3.0715 0.8633 -0.29
C -0.587843 -0.780071 -0.227076 -0.4420 -0.1409 -0.9426 -0.06
C 0.369152 -0.007045 0.264398 1.3915 2.6243 0.5002 0.13
P 1.329152 -1.575161 0.949549 -1.3077 -0.2111 -0.9105 -0.10
P 0.552067 1.793521 0.701978 1.0838 -0.4381 0.6457 0.19
Br -2.098405 -0.214540 -1.328820 0.9987 -0.6446 0.8728 -0.11
Br 1.568650 3.851773 -0.458175 -0.5702 -1.8027 0.2478 -0.29
H -0.413548 -3.013508 -0.235479 -1.0594 -2.9222 -0.6906 0.50
H -0.666401 2.091987 0.199587 -1.3052 0.4638 -0.5860 0.03



9
Properties=species:S:1:pos:R:3:forces:R:3:mulliken_charge:R:1 method="wB97M-V/def2-TZVPD" homo_lumo_gap_ev="7.0 / 7.8" lumo_ev="-1.108 / -0.919" energy_ev=-283309.142
C -0.180093 0.444734 0.063618 -2.7248 -2.1604 -1.3066 -0.67
C -1.858953 0.443186 0.614596 2.8932 2.2601 -2.7475 0.01
C 0.713422 1.543527 0.227081 0.2868 1.1267 -0.6955 0.13
Br -2.833274 2.070535 0.194543 0.4345 -0.7021 -0.0550 -0.08
Br -2.005666 -0.060900 2.306156 -0.3745 -0.9108 2.2786 0.02
Br 0.930144 2.370947 1.807880 0.0843 0.4355 1.7948 -0.02
Br 1.442153 2.598157 -1.174324 -0.4836 -0.6286 -0.1349 -0.08
H 0.168054 -0.492919 0.524824 0.0308 0.4058 0.1929 0.36
H -0.240454 0.214278 -1.024375 -0.1468 0.1738 0.6731 0.33